# C9H17BrFIN4O3PS

A 2-piece molecular cluster, C9H17BrFIN4O3PS overall (ωB97M-V/def2-TZVPD, the Open Molecules 2025 dataset).

Structure (XYZ):
```
38
Properties=species:S:1:pos:R:3:forces:R:3
C 2.511882 -3.038593 0.954328 0.6 0.2 1.0
C 0.894232 -2.811604 1.102360 0.5 0.3 0.5
C 0.077447 -2.736136 -0.326987 0.5 -1.5 1.7
Br 1.365340 -2.053047 -1.698134 -1.7 -0.3 0.7
N -1.117142 -1.795321 -0.073466 0.0 4.8 -4.0
C -1.286764 -0.471352 -0.785217 -4.0 -0.3 3.2
N -2.525346 0.275055 -0.335918 3.8 -7.5 2.0
C -3.050501 -0.743136 0.684760 2.2 2.4 -3.3
N -4.203143 -0.332942 1.308007 2.0 -2.2 -0.1
F -4.674160 0.916729 0.957461 0.4 -1.8 0.8
N -2.204220 -1.991036 0.809298 -2.1 3.7 -1.7
P -2.545636 -3.397096 1.862935 1.5 -2.7 1.4
O -1.789156 -4.864430 1.208743 -2.9 3.0 -1.6
I -4.973625 -3.971581 1.845754 0.5 0.4 -0.6
H 2.826970 -3.879772 0.196615 -0.8 1.8 1.4
H 3.037961 -1.996191 0.719449 -1.2 -2.5 0.3
H 2.950957 -3.378392 2.009152 -1.2 0.7 -2.2
H 0.745927 -1.770032 1.639612 0.3 -2.0 -1.2
H 0.458823 -3.623663 1.825640 0.6 1.4 -1.6
H -0.302943 -3.787289 -0.713524 0.7 2.4 0.9
H -0.639962 0.093531 -1.580116 -0.7 -1.9 1.7
H -4.643688 -0.925982 2.045597 -0.3 1.5 -0.8
H -2.308875 -5.073868 0.355921 1.2 0.0 1.6
C 0.672134 4.410205 -0.566983 0.0 0.2 0.2
C 2.024463 4.524354 -1.268962 0.0 0.3 -0.2
C 2.772909 3.212531 -1.038701 0.6 0.3 -0.1
S 1.522443 1.953465 -0.831949 0.2 0.5 0.0
O 1.595002 1.450432 0.523716 -0.1 -0.4 -0.4
O 1.532934 1.076877 -1.986044 -0.2 -0.2 0.4
C 0.120209 3.046344 -0.954296 -0.5 0.2 0.0
H -0.006778 5.216410 -0.859795 0.1 -0.2 0.1
H 0.813689 4.463570 0.519090 -0.1 0.0 -0.1
H 1.865910 4.674857 -2.343739 0.0 0.0 0.2
H 2.601298 5.378071 -0.899738 -0.1 -0.2 -0.1
H 3.408271 2.957030 -1.890495 -0.1 -0.2 0.2
H 3.371906 3.248621 -0.124606 -0.1 -0.2 -0.1
H -0.679404 2.703568 -0.295427 0.1 -0.1 -0.1
H -0.219363 3.039815 -1.994341 0.1 -0.1 0.1
```
Forces are in eV/Å.

Values from the calculation:
molecular weight	518.11	g/mol
largest force on an atom	8.65	eV/A
frontier orbital gap	8.3	eV
net charge	+1

# C5H9NO

One molecule with the formula C5H9NO (ωB97M-V/def2-TZVPD, the Open Molecules 2025 dataset).

Structure (XYZ):
```
16
Properties=species:S:1:pos:R:3:forces:R:3
C 1.883270 -0.910018 0.250462 0.3 0.8 0.6
C 0.909006 0.393805 0.442579 0.3 -0.9 -0.3
C -0.287867 0.197505 -0.508209 -0.2 -0.2 -0.2
O -0.244411 -1.137136 -0.992764 -1.1 -0.2 -0.9
C -1.685716 0.207226 0.130273 -0.1 0.0 0.1
C -2.287857 1.514921 0.370155 -0.4 1.0 0.2
N -2.804290 2.537412 0.532239 0.6 -1.0 -0.1
H 2.810633 -0.538289 -0.174394 0.4 0.0 0.5
H 2.015324 -1.347793 1.234190 0.6 0.2 0.2
H 1.675611 -1.820244 -0.370727 -0.6 1.4 0.5
H 1.442325 1.346851 0.235387 -0.1 -0.8 -0.2
H 0.551830 0.554098 1.485930 0.3 -0.7 -0.6
H -0.252009 0.917447 -1.338233 -0.1 -0.2 0.1
H 0.262112 -1.207460 -1.802509 0.1 0.2 -0.1
H -1.657028 -0.362355 1.065330 0.0 0.1 -0.1
H -2.330940 -0.345966 -0.559711 0.0 0.2 0.2
```
Forces are in eV/Å.

Values from the calculation:
molecular weight	99.13	g/mol
relative energy (zero: lowest compared OMol25 entry of this formula, charge and spin)	49.07	kcal per mole
largest force on an atom	1.63	eV/A
frontier orbital gap	11.4	eV
net charge	0
SMILES string	CC[C@@H](O)CC#N

# C36H60BN6O7P2S3ScSe

C36H60BN6O7P2S3ScSe as an isolated structure (ωB97M-V/def2-TZVPD, the Open Molecules 2025 dataset).

Structure (XYZ):
```
117
Properties=species:S:1:pos:R:3:forces:R:3
Sc 0.616618 0.089454 -0.812059 -0.3 0.3 -0.3
C -0.026818 2.971546 4.850766 0.0 0.0 0.0
C -0.451622 1.571265 4.395754 0.0 0.0 0.0
C -0.585233 0.658821 5.614711 0.0 0.0 0.0
C -1.838970 1.712817 3.744921 0.0 0.0 0.0
P 0.693386 1.034693 2.985437 0.0 0.0 0.0
C 0.315320 -0.780740 2.813665 0.0 0.0 0.0
N -0.948106 -0.993595 2.128220 0.0 0.0 -0.1
B -1.277714 -0.562598 0.757769 0.1 -0.1 0.1
N -2.655784 -1.068601 0.636775 0.1 0.0 0.0
C -3.543767 -1.027857 -0.505769 0.0 0.0 0.0
P -3.457647 0.578928 -1.419401 0.0 0.0 0.0
C -4.629104 1.667546 -0.419692 0.0 0.0 0.0
C -4.117290 1.620380 1.028103 0.0 0.0 0.0
C -6.112089 1.304567 -0.427277 0.0 0.0 0.0
C -4.442955 3.107348 -0.916636 0.0 0.0 0.0
C -4.319054 0.040886 -3.016251 0.0 0.0 0.0
C -5.560156 -0.849259 -2.895724 0.0 0.0 0.0
C -3.243981 -0.737554 -3.793819 0.0 0.0 0.0
C -4.662073 1.287015 -3.836094 0.0 0.0 0.0
C -3.045316 -1.748432 1.776642 0.0 0.0 0.0
C -4.227148 -2.399300 2.096939 0.0 0.0 0.0
C -4.344379 -3.012999 3.345970 0.0 0.0 0.0
C -3.292202 -2.983144 4.248118 0.0 0.0 0.0
C -2.098090 -2.333490 3.932696 0.0 0.0 0.0
C -1.976285 -1.708445 2.700108 0.0 0.0 0.0
C 2.479595 0.990197 3.610934 0.0 0.0 0.0
C 2.704318 0.606978 5.073156 0.0 0.0 0.0
C 3.058124 2.387438 3.340889 0.0 0.0 0.0
C 3.270761 0.005665 2.736839 0.0 0.0 0.0
H -0.788138 3.373974 5.528534 0.0 0.0 0.0
H 0.052253 3.654825 4.001882 0.0 0.0 0.0
H 0.924602 2.967273 5.384219 0.0 0.0 0.0
H -1.366907 1.056974 6.272800 0.0 0.0 0.0
H 0.332493 0.589807 6.195752 0.0 0.0 0.0
H -0.894613 -0.346386 5.330776 0.0 0.0 0.0
H -2.524694 2.170830 4.468303 0.0 0.0 0.0
H -2.254413 0.746507 3.456237 0.0 0.0 0.0
H -1.790351 2.351989 2.860645 0.0 0.0 0.0
H 0.310408 -1.295100 3.776038 0.0 0.0 0.0
H 1.115284 -1.224680 2.219896 0.0 0.0 0.0
H -4.564298 -1.240552 -0.180703 0.0 0.0 0.0
H -3.276846 -1.807393 -1.228729 0.0 0.0 0.0
H -4.348443 0.671812 1.515907 0.0 0.0 0.0
H -4.597545 2.422169 1.599683 0.0 0.0 0.0
H -3.037422 1.773577 1.080214 -0.1 0.0 0.0
H -6.277029 0.255264 -0.172023 0.0 0.0 0.0
H -6.574303 1.500357 -1.396184 0.0 0.0 0.0
H -6.639174 1.911048 0.318439 0.0 0.0 0.0
H -3.394823 3.401978 -0.842421 0.0 0.0 0.0
H -5.036194 3.787821 -0.295798 0.0 0.0 0.0
H -4.750712 3.239840 -1.953495 0.0 0.0 0.0
H -5.393558 -1.703604 -2.237740 0.0 0.0 0.0
H -5.810654 -1.248559 -3.885654 0.0 0.0 0.0
H -6.429892 -0.304198 -2.531783 0.0 0.0 0.0
H -3.025548 -1.703721 -3.335379 0.0 0.0 0.0
H -2.310635 -0.175996 -3.851755 0.0 0.0 0.0
H -3.605789 -0.926333 -4.811052 0.0 0.0 0.0
H -5.479758 1.856311 -3.391474 0.0 0.0 0.0
H -4.976571 0.985513 -4.841460 0.0 0.0 0.0
H -3.791360 1.939941 -3.933781 0.0 0.0 0.0
H -5.048507 -2.449241 1.393644 0.0 0.0 0.0
H -5.263550 -3.525503 3.603758 0.0 0.0 0.0
H -3.390813 -3.474686 5.208772 0.0 0.0 0.0
H -1.280205 -2.338550 4.640830 0.0 0.0 0.0
H 2.310130 1.352490 5.765045 0.0 0.0 0.0
H 3.781733 0.524307 5.257479 0.0 0.0 0.0
H 2.252930 -0.358615 5.312866 0.0 0.0 0.0
H 2.517744 3.174214 3.870222 0.0 0.0 0.0
H 3.027788 2.602802 2.271533 0.0 0.0 0.0
H 4.104427 2.420101 3.663427 0.0 0.0 0.0
H 3.070492 -1.032993 3.004809 0.0 0.0 0.0
H 3.076196 0.145175 1.674188 0.0 0.0 0.0
H 4.339266 0.189144 2.885455 0.0 0.0 0.0
C -0.486395 -3.520689 -2.761329 0.0 0.0 0.0
C 0.639086 -2.522404 -2.543380 0.0 0.0 0.0
C 1.707093 -2.599113 -3.621554 0.0 0.0 0.0
O 0.040576 -1.203041 -2.549984 0.1 -0.1 0.0
C 1.283155 -2.781408 -1.158418 0.0 0.0 0.0
O 1.728797 -3.896864 -0.940621 0.0 0.0 0.0
O 1.280867 -1.783763 -0.347518 0.0 -0.1 0.0
H -0.925625 -3.377413 -3.751158 0.0 0.0 0.0
H -1.262709 -3.373955 -2.007161 0.0 0.0 0.0
H -0.098119 -4.533547 -2.668561 0.0 0.0 0.0
H 1.251516 -2.479051 -4.609130 0.0 0.0 0.0
H 2.199869 -3.568838 -3.569965 0.0 0.0 0.0
H 2.448651 -1.812634 -3.465584 0.0 0.0 0.0
H 0.438998 -0.636572 -3.232754 -0.1 0.0 -0.1
O 3.132409 2.949809 -2.020092 0.0 0.0 -0.1
Se 3.078675 1.543755 -1.243141 -0.1 -0.2 0.2
O 4.456921 1.102289 -0.542200 0.0 0.0 0.0
O 1.829094 1.569741 -0.079758 0.1 0.0 0.2
O 2.387627 0.309453 -2.138275 0.0 0.0 -0.1
S 2.676385 5.421277 -5.634074 0.0 0.0 0.0
C 1.977757 4.074766 -4.923750 0.0 0.1 0.0
S 0.766755 4.240629 -3.704720 0.0 0.0 0.0
C 0.540176 2.514765 -3.653001 -0.2 0.1 0.1
N 1.291412 1.885511 -4.485652 0.1 -0.1 0.1
N 2.138257 2.749825 -5.158262 0.0 0.0 0.0
C 3.075570 2.105086 -6.013662 0.0 0.0 0.0
C 4.213800 2.746559 -6.492370 0.0 0.0 0.0
C 5.099078 2.058631 -7.310486 0.0 0.0 0.0
C 4.875009 0.736919 -7.658218 0.0 0.0 0.0
C 3.747989 0.096380 -7.161889 0.0 0.0 0.0
C 2.855238 0.766110 -6.344142 0.0 0.0 0.0
S -0.681130 1.815275 -2.640307 0.1 0.0 0.1
H 4.407086 3.769391 -6.218519 0.0 0.0 0.0
H 5.983261 2.572929 -7.667490 0.0 0.0 0.0
H 5.574998 0.206789 -8.292327 0.0 0.0 0.0
H 3.561927 -0.943747 -7.400486 0.0 0.0 0.0
H 1.994625 0.261582 -5.936317 0.0 0.0 0.0
N 0.380110 4.179837 0.866332 0.0 0.0 0.0
N -0.915702 3.567225 0.723654 0.0 0.0 0.0
H 0.976235 3.885328 0.094079 0.0 0.0 0.0
H 0.794891 3.733854 1.678118 0.0 0.0 0.0
H -0.812680 2.632851 0.326453 0.0 0.0 0.0
H -1.410213 4.109814 0.025496 0.0 0.0 0.0
```
Forces are in eV/Å.

Values from the calculation:
molecular weight	981.79	g/mol
relative energy (zero: lowest compared OMol25 entry of this formula, charge and spin)	0.00	kcal per mole
largest force on an atom	0.51	eV/A
frontier orbital gap	6.6	eV
net charge	-2